ORCA calculation (wB97M-V/def2-TZVPD) on a single C20H25ClN2 molecule.

## Properties
* SMILES string: Clc1ccccc1CN1CCN(CCCc2ccccc2)CC1
* E: -36648.5701 eV
* Kohn-Sham gap: 0.3527 hartree
* HOMO: -8.7182 eV
* max |F|: 0.0076 hartree/bohr

Positions of all 48 atoms, in Å:
Cl 3.702 -0.328 -4.060
C 1.993 -0.485 -4.313
C 1.447 0.084 -5.453
C 0.090 -0.032 -5.693
C -0.711 -0.719 -4.796
C -0.154 -1.283 -3.664
C 1.206 -1.173 -3.396
C 1.782 -1.808 -2.159
N 0.811 -1.843 -1.082
C 0.585 -0.523 -0.524
C -0.526 -0.585 0.517
N -0.154 -1.495 1.584
C 0.080 -2.811 1.021
C 1.196 -2.745 -0.015
H 1.359 -3.741 -0.435
H 2.125 -2.414 0.481
H 0.374 -3.490 1.825
H -0.831 -3.212 0.539
C -1.127 -1.533 2.663
C -1.133 -0.236 3.485
H -0.234 0.332 3.241
H -1.084 -0.477 4.548
C -2.377 0.630 3.250
C -2.277 1.906 4.036
C -2.791 1.990 5.323
C -2.665 3.153 6.061
C -2.018 4.251 5.520
C -1.499 4.178 4.238
C -1.628 3.013 3.504
H -1.223 2.962 2.503
H -0.994 5.031 3.810
H -1.920 5.161 6.094
H -3.073 3.204 7.060
H -3.299 1.135 5.749
H -3.263 0.071 3.560
H -2.476 0.858 2.187
H -2.143 -1.742 2.281
H -0.843 -2.367 3.309
H -0.672 0.412 0.934
H -1.464 -0.905 0.026
H 0.296 0.156 -1.330
H 1.501 -0.132 -0.046
H 2.705 -1.281 -1.861
H 2.057 -2.841 -2.401
H -0.763 -1.820 -2.955
H -1.770 -0.817 -4.982
H -0.336 0.413 -6.579
H 2.086 0.612 -6.144